Computed, not measured: a 2-piece molecular cluster, C7H8NOS overall at a distorted geometry, with the ωB97M-V functional and the def2-TZVPD basis.

Calculated values
* net charge: -1
* spin multiplicity: 1
* ΔE to the lowest compared entry with this formula, charge and spin: 7.6 kJ/mol
* highest occupied orbital energy: -0.1088 Ha
* E_LUMO: 3.40 eV
* electronic energy: -799.65331 Eh

Last column: Löwdin charge in e.
CARTESIAN COORDINATES (ANGSTROEM)
C: -0.97701 -2.17930 0.51273  -0.136
C: -1.00097 -1.39078 -0.61051  -0.058
C: -0.31614 -1.75967 1.65083  -0.104
C: -0.11391 -0.23313 -0.65450  -0.003
C: 0.63934 -0.72631 1.63467  -0.048
C: 0.76511 -0.03485 0.43139  -0.260
C: 1.74208 1.13770 0.30793  -0.057
N: -1.53226 2.42453 -1.92681  -0.786
O: -0.70484 3.24050 -1.46512  -0.326
S: -1.70971 2.19983 -3.53412  0.217
H: -1.62220 -3.08164 0.51215  0.102
H: -1.54153 -1.61308 -1.46154  0.071
H: -0.48470 -2.35958 2.47959  0.066
H: -0.38380 0.54232 -1.37670  0.057
H: 0.92029 -0.33720 2.50894  0.057
H: 1.43191 1.91165 -0.35990  0.049
H: 2.10062 1.34415 1.38127  0.088
H: 2.78771 0.91487 -0.03030  0.073

Force components x, y, z for each atom (eV/Å):
C -1.17 -0.64 -0.44
C 3.31 2.53 1.05
C 1.30 0.34 -1.08
C -1.77 -2.05 1.17
C -3.25 -2.08 -3.76
C 0.35 1.82 -1.50
C 2.07 -1.42 2.29
N 0.28 0.37 1.63
O -0.39 -0.42 -0.70
S 0.13 0.10 -0.97
H 0.49 0.60 0.30
H -1.35 -0.39 -1.47
H -0.11 -0.71 1.89
H 0.93 -0.33 -0.09
H 1.92 1.28 3.19
H -0.63 0.89 0.27
H -1.19 0.90 -1.28
H -0.92 -0.79 -0.50